Record 1
3 unconnected molecules or ions with the total composition C4H10N2O3, computed with wB97M-V/def2-TZVPD.

- HOMO energy (eV) = -8.55
- electronic energy (eV) = -13431.2334
- orbital gap (eV) = 8.948
- structure (SMILES) = C[C@]1(N)CN1.O=C=O.O

ORCA input file:
```
! wB97M-V def2-TZVPD RIJCOSX def2/J DEFGRID3
* xyz 0 1
C -2.91616 2.93421 2.04066
C -0.75555 -1.13172 -1.03553
C 0.50865 -1.57975 1.10057
C 0.44579 -0.82102 -0.15917
N 1.54534 -0.24093 -0.77702
N -0.00680 -0.18171 1.25441
O -3.04581 2.36383 3.03956
O -2.53256 3.45598 1.08451
O -0.47291 1.51411 -0.93135
H -1.61668 -0.65591 -0.47885
H -0.90271 -2.08888 -1.33384
H -0.60153 -0.55343 -1.98091
H 1.53620 -1.71182 1.41960
H -0.39558 -2.14615 1.34936
H 1.97128 0.48350 -0.27075
H 1.12400 0.09833 -1.64228
H 0.82402 0.44640 1.62830
H -1.07588 2.26394 -0.95713
H -0.33978 1.17768 -0.02935
*
```

Here are the Löwdin charges for atoms 1 to 2, given in e: number 1, C, carries -0.411; number 2, C, carries -0.030

---

Record 2
2 unconnected molecules or ions with the total composition C4H10N2OS, computed with wB97M-V/def2-TZVPD.

- HOMO energy (eV) = -9.15
- electronic energy (eV) = -20169.2807
- orbital gap (eV) = 9.024

ORCA input file:
```
! wB97M-V def2-TZVPD RIJCOSX def2/J DEFGRID3
* xyz 0 1
C 2.56653 -0.61637 0.33408
C 2.37827 0.37317 -0.74502
C 1.56809 0.53405 0.58861
C 0.00535 0.27806 0.33321
N -0.47591 -0.78388 1.31470
N -4.07421 0.59872 -1.75890
O -5.05705 -0.28800 0.33984
S -3.94438 0.32193 -0.31771
H 2.15118 -1.63568 -0.05242
H 3.42558 -0.61667 1.01959
H 3.01700 1.16374 -1.18751
H 1.79920 -0.03702 -1.51819
H 1.78072 1.25860 1.40829
H -0.02234 -0.25116 -0.69378
H -0.55392 1.19518 0.36582
H -0.10882 -1.64904 0.81460
H 0.26470 -0.58440 2.22675
H -4.72001 0.73879 -2.47198
*
```

Here are the Löwdin charges for atoms 1 to 2, given in e: number 1, C, carries -0.159; number 2, C, carries -0.167